51
Properties=species:S:1:pos:R:3:forces:R:3:lowdin_charge:R:1 method="wB97M-V/def2-TZVPD" lumo_ha=0.0482 gap_ev=8.565 homo_ev=-7.25 spin_multiplicity=1 charge=-1
C -0.0353 5.2932 2.8416 -0.19 -5.20 -8.45 0.033
C -0.2035 4.4748 1.6837 2.11 6.10 8.38 -0.154
S 0.0398 3.5469 0.0307 -0.14 1.91 -5.32 0.648
O -1.1223 4.0503 -0.9001 3.19 -2.10 4.14 -0.433
O 1.3604 3.9843 -0.6471 -3.58 -1.60 3.35 -0.403
N -0.1665 1.8222 0.2106 2.79 1.29 0.53 -0.309
S 1.2251 1.0558 0.9358 -3.84 0.84 7.59 0.743
O 0.6748 -0.1956 1.7252 2.38 3.52 -4.18 -0.374
O 1.8428 1.9944 2.0006 -0.69 -2.50 -4.40 -0.388
C 2.4813 0.4381 -0.3528 -0.84 -0.95 -3.55 -0.216
F 2.8115 1.4751 -1.3818 -0.63 -3.33 3.49 0.001
F 1.7521 -0.6448 -1.1117 2.38 3.42 2.26 -0.020
C 3.8195 -0.2410 0.3073 0.47 -2.78 0.92 -0.118
F 3.8860 -0.1780 1.7900 -0.25 0.03 -4.95 0.041
F 3.7669 -1.7103 -0.0369 0.41 4.62 1.15 0.016
C 5.2443 0.3236 -0.2772 2.45 -2.25 -0.66 -0.069
F 6.3193 -0.5408 0.3379 -3.39 2.67 -1.92 0.011
F 5.4008 0.1163 -1.7655 -0.87 0.81 5.17 0.029
C 5.6050 1.8655 0.1473 0.89 3.61 -0.20 -0.117
F 6.7931 1.9422 1.0775 -4.34 -0.30 -3.40 0.025
F 5.9562 2.5924 -1.1269 -1.02 -2.36 4.60 0.023
F 4.4946 2.6220 0.7715 4.05 -3.10 -2.23 0.062
H 0.3305 6.0981 3.6440 -1.31 -2.38 -2.23 0.059
C -0.7270 -3.0445 0.6820 0.12 0.28 -0.01 0.025
N -1.5218 -2.3909 -0.3925 0.17 0.94 -0.56 -0.400
O -1.2558 -1.2124 -0.6562 -0.83 -1.88 0.09 0.054
O -2.3904 -3.0792 -0.9408 0.78 0.90 0.43 0.025
H -0.0040 -2.3259 1.0736 -0.29 0.01 -0.18 0.065
H -1.4229 -3.3561 1.4636 0.23 0.12 -0.75 0.062
H -0.2169 -3.9024 0.2392 -0.29 0.02 0.05 0.107
C -4.6738 -1.0150 -1.9236 0.31 0.19 -0.11 0.031
N -6.1224 -0.8539 -2.2227 -0.75 0.35 -0.28 -0.428
O -6.4605 0.1508 -2.8594 0.10 -1.53 0.91 0.047
O -6.8790 -1.7404 -1.8098 0.72 1.25 -0.63 0.030
H -4.1298 -0.1666 -2.3440 -0.21 -0.21 0.06 0.088
H -4.5629 -1.0444 -0.8377 -0.04 -0.17 -0.24 0.100
H -4.3447 -1.9497 -2.3821 -0.08 0.14 0.27 0.094
C -1.1868 2.7457 -3.6663 0.05 0.21 0.05 0.034
N -2.1894 2.0515 -4.5186 -0.47 -0.31 -0.52 -0.423
O -2.8240 2.7432 -5.3235 0.62 -1.20 0.90 0.037
O -2.3111 0.8319 -4.3555 -0.08 1.64 -0.44 0.034
H -1.1867 3.8089 -3.9156 -0.11 -0.33 0.05 0.098
H -1.4780 2.5940 -2.6249 0.18 -0.01 -0.18 0.074
H -0.2119 2.3005 -3.8751 -0.21 -0.06 0.15 0.105
C -0.8395 -4.7076 5.0790 -0.04 -0.29 0.20 0.042
N -0.9383 -4.1830 3.6902 0.05 0.58 -0.76 -0.400
O -1.3242 -4.9668 2.8152 0.47 0.86 1.23 0.044
O -0.6255 -2.9992 3.5178 -0.49 -1.93 0.50 0.066
H -1.1434 -5.7565 5.0829 0.06 0.29 -0.14 0.094
H 0.2004 -4.6063 5.3964 -0.23 0.14 -0.04 0.102
H -1.5059 -4.1106 5.7049 0.23 0.00 -0.13 0.102

***

38
Properties=species:S:1:pos:R:3:forces:R:3:lowdin_charge:R:1 method="wB97M-V/def2-TZVPD" lumo_ha="-0.2164 / -0.2170" gap_ev="5.287 / 5.312" homo_ev="-11.17 / -11.22" spin_multiplicity=1 charge=+1
Os 0.1403 -0.2567 -0.3328 3.35 -2.30 0.51 1.386
C 2.8204 3.1914 -0.4010 -0.03 0.06 0.01 0.019
C 1.9528 4.2387 -0.1824 -0.01 -0.03 0.01 0.000
C 0.5891 3.9733 -0.0669 0.00 -0.02 -0.02 0.024
C 0.1487 2.6740 -0.1624 -0.03 0.05 0.07 -0.198
N 1.0126 1.6433 -0.3755 -0.35 0.10 0.06 -0.065
C 2.3144 1.9010 -0.5000 0.07 -0.12 -0.10 -0.069
C -1.2709 2.2774 -0.0207 0.10 0.01 -0.03 -0.165
C -2.3607 3.1134 0.1394 -0.04 -0.02 0.00 0.040
C -3.6205 2.5415 0.2535 0.05 0.02 -0.01 0.018
C -3.7913 1.1624 0.2046 0.04 -0.06 -0.01 0.037
C -2.6728 0.3697 0.0406 -0.05 -0.01 -0.04 -0.171
N -1.4607 0.9466 -0.0608 -0.24 0.20 0.07 -0.054
C -2.6325 -1.1112 -0.0422 -0.02 -0.03 0.05 -0.191
C -3.7522 -1.9097 0.0530 0.02 0.03 0.01 0.026
C -3.6118 -3.2901 -0.0172 0.05 0.00 0.00 -0.005
C -2.3491 -3.8252 -0.1802 -0.03 0.02 0.00 -0.003
C -1.2621 -2.9719 -0.2773 0.12 -0.04 -0.06 -0.075
N -1.3923 -1.6446 -0.2136 -0.44 0.21 0.00 -0.087
H 3.8870 3.3373 -0.4926 0.02 -0.05 0.00 0.134
H 2.3170 5.2525 -0.0943 0.00 0.01 -0.01 0.128
H -0.1109 4.7778 0.1037 -0.01 0.00 0.01 0.121
H 2.9811 1.0686 -0.6742 0.07 -0.01 0.03 0.077
H -2.2404 4.1854 0.1692 0.00 0.01 0.00 0.126
H -4.4848 3.1798 0.3762 -0.01 0.00 0.01 0.133
H -4.7756 0.7288 0.2911 -0.01 0.00 0.00 0.124
H -4.7278 -1.4663 0.1860 0.00 0.00 0.00 0.123
H -4.4784 -3.9316 0.0579 -0.01 0.00 0.00 0.129
H -2.1918 -4.8922 -0.2377 0.02 0.00 0.01 0.128
H -0.2572 -3.3464 -0.4100 0.02 -0.01 -0.03 0.118
S 3.5407 -2.7795 -0.8094 -1.34 0.78 0.64 0.840
C 2.8023 -1.6547 0.2008 3.11 -1.78 0.41 -1.296
N 1.6173 -1.2088 -0.1077 -4.21 2.67 -1.37 -0.255
O 4.9626 0.4882 -0.4166 -0.02 0.17 -0.02 -0.382
S 5.4655 -0.4185 0.5922 0.57 -0.86 -0.48 0.254
O 6.1816 0.1476 1.6897 -0.12 0.16 0.14 -0.322
O 5.8973 -1.7105 0.1027 0.05 0.77 0.12 -0.404
S 3.5635 -0.9651 1.6182 -0.69 0.03 0.05 0.758

***

16
Properties=species:S:1:pos:R:3:forces:R:3:lowdin_charge:R:1 method="wB97M-V/def2-TZVPD" lumo_ha=-0.1802 e_above_lowest_kj_mol=1008.6 gap_ev=3.700 homo_ev=-8.60 spin_multiplicity=1
C 1.1042 -0.0838 -1.1214 -0.28 2.68 0.55 -0.163
N 2.2527 0.4992 -0.4053 -2.34 -0.63 0.96 0.046
C -1.7002 0.4540 1.3914 -2.10 1.00 -3.45 -0.016
N -2.4389 0.8635 0.4128 3.28 -1.04 3.20 0.156
H 0.8465 0.5981 -1.9572 0.38 -0.74 -0.39 0.096
H 1.1023 -1.1037 -1.3381 0.78 -1.59 -0.92 0.057
H 0.1742 -0.0168 -0.5779 0.22 0.37 0.80 0.010
H 3.1181 0.0634 -0.6086 0.88 -0.47 -0.32 0.057
H -1.7719 -0.5031 1.8991 -0.03 -0.25 -0.06 0.105
H -0.7684 1.0381 1.5736 0.22 0.17 1.05 0.092
H 1.4670 -0.6703 2.4547 0.21 -0.36 0.74 -0.029
H 2.0264 0.4876 0.6340 0.04 0.16 -0.44 0.035
O 0.9965 -0.1136 1.8420 -0.32 0.99 -1.17 -0.215
H -2.4628 0.1396 -0.4179 0.12 -1.22 -1.69 0.046
H -2.2435 -0.8849 -2.2637 -1.33 -0.29 -1.60 -0.059
O -1.7021 -0.7672 -1.5174 0.25 1.20 2.73 -0.218

***

13
Properties=species:S:1:pos:R:3:forces:R:3:lowdin_charge:R:1 method="wB97M-V/def2-TZVPD" lumo_ha=0.0088 e_above_lowest_kj_mol=79.8 gap_ev=10.359 homo_ev=-10.12 spin_multiplicity=1 smiles="CC(=O)[C@H](Cl)C(Cl)Cl"
C -1.0667 -0.3049 0.1317 1.21 -3.04 -2.05 -0.496
C -1.4186 0.7646 -0.7932 -1.76 -0.21 -0.81 -0.083
C 0.2665 -0.1348 0.9220 0.19 -1.00 1.90 -0.652
C 1.5040 -0.7285 0.0836 -0.95 0.19 0.92 -1.069
O -1.5879 -1.4034 0.0137 0.52 0.69 1.34 0.082
Cl 0.4759 1.6071 1.2398 0.72 -0.03 0.58 0.646
Cl 3.0558 -0.6951 1.0126 -0.97 -0.26 -0.13 0.544
Cl 1.7435 0.2493 -1.3515 0.23 -0.10 -0.55 0.620
H -1.2773 1.5911 -0.1662 -0.97 2.07 0.09 0.000
H -2.4223 0.5438 -1.2460 0.84 0.60 0.76 0.123
H -0.7262 0.9153 -1.6092 0.40 -0.36 -0.01 0.054
H 0.1965 -0.6387 1.9908 0.22 0.74 -2.44 0.149
H 1.2567 -1.7658 -0.2281 0.31 0.71 0.39 0.083

***

27
Properties=species:S:1:pos:R:3:forces:R:3:lowdin_charge:R:1 method="wB97M-V/def2-TZVPD" lumo_ha=0.0195 e_above_lowest_kj_mol=206.7 gap_ev=9.989 homo_ev=-9.46 spin_multiplicity=1 smiles="Cn1c(CCc2ccccc2)noc1=O"
O 3.4894 -1.5505 3.7003 -1.94 -0.85 -3.32 0.038
N 1.7196 -2.4953 0.8603 -0.47 1.30 0.88 0.159
O 2.8407 -2.6567 1.7232 -0.71 0.89 0.61 0.060
C 1.1132 -1.4139 1.2843 1.49 -1.38 -0.04 -0.263
C 2.7579 -1.6617 2.6700 5.56 -1.69 4.17 -0.508
C -2.6796 1.6315 -3.0107 0.74 -0.44 -0.21 -0.084
C -2.5170 0.2244 -2.9704 -1.07 0.20 -0.51 -0.090
C -1.7367 2.4159 -2.3162 -1.09 0.14 -0.29 -0.087
C -1.5175 -0.3723 -2.2215 0.18 0.22 0.23 -0.053
C -0.7642 1.8103 -1.5156 -0.58 -0.39 -0.78 -0.042
C -0.6367 0.4143 -1.4775 -0.48 0.92 -0.35 -0.246
N 1.8258 -0.8229 2.3455 -3.99 1.11 -1.62 0.018
C 1.3184 0.1794 3.2685 0.04 0.79 0.30 0.013
C -0.0606 -0.8659 0.5775 -0.60 -0.62 0.49 -0.117
C 0.4411 -0.2018 -0.6657 1.02 1.35 -0.31 -0.172
H -3.4565 2.1115 -3.6505 0.71 -0.54 0.69 0.110
H -3.2053 -0.4456 -3.5281 0.47 0.69 0.36 0.110
H -1.8469 3.5150 -2.4107 0.35 -0.80 0.31 0.109
H -1.4079 -1.4589 -2.1995 -0.08 0.28 -0.10 0.120
H -0.0797 2.4245 -0.9645 0.30 0.19 0.21 0.101
H 1.7537 0.0103 4.2557 0.15 -0.14 -0.28 0.097
H 0.2317 0.1312 3.3931 0.19 -0.14 -0.34 0.095
H 1.6035 1.1953 2.9483 -0.14 -0.43 0.03 0.104
H -0.7414 -1.6938 0.3183 0.20 0.30 0.25 0.137
H -0.5974 -0.1413 1.2010 0.02 -0.21 -0.09 0.127
H 1.0122 -0.8878 -1.2903 0.07 -0.18 0.20 0.130
H 1.1401 0.6051 -0.3247 -0.34 -0.57 -0.49 0.136

***

6
Properties=species:S:1:pos:R:3:forces:R:3:lowdin_charge:R:1 method="wB97M-V/def2-TZVPD" lumo_ha=0.0085 e_above_lowest_kj_mol=43.2 gap_ev=9.215 homo_ev=-8.98 spin_multiplicity=1 smiles="OC(=S)S"
C -0.3791 0.0771 -0.0045 -0.14 -0.33 -0.39 -1.309
H 0.7568 -1.9073 0.0610 -0.16 -0.46 0.04 -0.131
H 0.5407 1.8195 0.0812 -0.67 -0.68 -0.15 0.114
O -0.3455 1.4090 -0.0532 0.62 0.71 0.28 -0.090
S 1.2240 -0.6784 -0.0461 0.00 0.63 0.10 0.764
S -1.7970 -0.7200 -0.0383 0.35 0.14 0.13 0.652